1.
The molecule C19H20Cl2N2O6, computed with ωB97M-V/def2-TZVPD.

Total charge ... 0
M ... 443.28 Da
2S+1 ... 1
SMILES ... COc1cc(OC)c(NC(=O)CC(=O)Nc2cc(Cl)c(OC)cc2OC)cc1Cl
Orbital gap ... 8.46 eV

Structure (XYZ):
```
49
Properties=species:S:1:pos:R:3:forces:R:3
C -1.28382 -4.12388 1.04333 0.2 -0.2 0.1
H -0.30807 -3.93891 0.58201 0.0 0.0 0.0
O -2.24964 -3.20196 0.59842 -0.2 0.3 0.0
C -2.03598 -1.87797 0.81226 -0.2 0.2 -0.1
C -0.92969 -1.35486 1.47739 0.1 -0.1 0.1
C -0.76182 0.01437 1.60113 -0.2 0.1 -0.1
C -1.71822 0.88996 1.05588 0.1 -0.3 0.0
C -2.83715 0.37606 0.42401 0.1 -0.1 0.1
C -2.99135 -0.99354 0.30596 0.3 -0.2 0.1
Cl -4.36939 -1.63417 -0.51061 -0.2 0.0 -0.1
H -3.56495 1.04424 -0.00381 -0.1 0.0 0.0
N -1.41757 2.25859 1.10138 0.1 0.1 0.5
C -1.71995 3.15720 0.11558 0.2 0.4 0.3
O -2.68756 3.08806 -0.60384 -0.2 -0.1 -0.3
C -0.61881 4.20480 -0.04759 0.0 0.0 0.0
C 0.68652 3.41781 -0.17573 -0.3 0.3 -0.2
O 1.66009 3.62372 0.50944 0.2 0.0 0.2
N 0.57808 2.40770 -1.08933 -0.2 0.0 -0.5
C 1.25283 1.18317 -1.04814 0.2 -0.3 0.1
C 2.47559 1.00105 -0.43773 -0.2 0.1 -0.1
C 3.04960 -0.26341 -0.33571 0.0 -0.3 -0.1
C 2.40632 -1.37540 -0.87013 -0.1 0.2 0.0
C 1.17142 -1.17470 -1.50418 0.0 0.0 -0.1
C 0.58320 0.06799 -1.59584 0.2 0.0 0.1
O -0.62170 0.32634 -2.17158 0.4 0.3 0.2
C -1.34035 -0.73964 -2.75192 -0.2 -0.2 -0.1
H -0.79239 -1.17210 -3.59414 0.0 0.0 0.0
H -1.56492 -1.51677 -2.01823 0.0 0.0 0.0
H -2.27140 -0.30141 -3.10557 0.0 -0.1 0.0
H 0.69459 -2.05362 -1.90479 -0.1 -0.1 -0.1
O 2.77829 -2.68421 -0.83539 -0.3 0.2 0.1
C 4.12442 -3.06760 -0.64015 0.3 -0.3 0.0
H 4.16851 -4.11158 -0.95090 0.0 0.1 0.0
H 4.42154 -2.99231 0.40813 0.0 0.0 -0.1
H 4.80479 -2.47826 -1.25736 0.0 0.0 0.0
Cl 4.55828 -0.33062 0.53147 0.1 0.0 0.1
H 2.97697 1.84809 0.00040 0.0 0.0 0.0
H -0.28486 2.34718 -1.61769 0.0 0.1 0.1
H -0.55140 4.86600 0.81632 0.1 0.0 0.0
H -0.82078 4.80018 -0.93817 0.0 0.0 0.0
H -0.58540 2.44204 1.65028 -0.1 0.1 -0.1
O 0.30694 0.61292 2.20364 -0.5 0.1 -0.3
C 1.31546 -0.19427 2.76424 0.2 -0.1 0.1
H 0.92879 -0.79626 3.59242 0.0 0.0 0.0
H 1.76991 -0.84466 2.01243 0.0 0.0 0.0
H 2.06567 0.49973 3.13854 0.0 -0.1 0.0
H -0.18589 -2.02117 1.87806 0.1 -0.1 0.0
H -1.65049 -5.10072 0.73265 0.1 0.0 0.0
H -1.18383 -4.10721 2.13317 0.0 0.0 0.0
```
Positions in Å, forces in eV/Å.

***

2.
C19H20ClN2O6PReS3 as an isolated structure, computed with ωB97M-V/def2-TZVPD.

Total charge ... 0
M ... 721.21 Da
2S+1 ... 4
Orbital gap (spin up / spin down) ... 7.78 / 6.61 eV
ΔE to the lowest compared entry with this formula, charge and spin ... 0.4475 eV

Structure (XYZ):
```
53
Properties=species:S:1:pos:R:3:forces:R:3
Re -0.44275 -0.05031 0.41799 0.3 -0.2 -0.2
S -0.30055 -2.31248 -0.28201 -0.1 0.0 0.1
C 1.41779 -2.39473 -0.60493 0.0 0.1 0.0
C 2.06879 -3.62428 -0.58190 0.0 0.0 0.0
C 3.42300 -3.71168 -0.86989 -0.1 0.0 0.0
C 4.06985 -4.99199 -0.83511 0.1 0.0 0.0
N 4.58592 -6.01757 -0.79928 0.0 0.0 0.0
C 4.14743 -2.55207 -1.18374 -0.1 0.1 0.0
C 3.50166 -1.32377 -1.20368 0.0 -0.1 0.0
C 2.14474 -1.23865 -0.92069 0.0 0.0 0.0
S 1.33841 0.32154 -1.03702 -0.1 0.1 0.0
C 5.54929 -2.61348 -1.47948 0.1 -0.1 0.0
N 6.67102 -2.66193 -1.72282 0.0 0.0 0.0
H 1.51647 -4.51904 -0.32997 0.0 0.0 0.0
H 4.06163 -0.42963 -1.44126 0.0 0.0 0.0
C -0.17566 -0.12694 4.49297 0.0 0.0 0.0
S -0.22577 -1.10290 3.02815 0.0 0.3 -0.1
O -1.45887 -0.64596 2.26623 -0.1 -0.1 -0.1
O -0.22196 -2.47419 3.40090 0.0 -0.1 0.0
O 0.88030 -0.62419 2.14563 0.0 -0.1 0.2
H -1.06927 -0.34745 5.07281 0.0 0.0 0.0
H -0.12663 0.92168 4.21686 0.0 0.0 0.0
H 0.71212 -0.42834 5.04532 0.0 0.0 0.0
C 0.32925 3.83912 3.18908 0.0 0.0 -0.1
O 0.32099 2.56369 2.51371 0.0 0.1 0.1
P -0.66125 2.31254 1.28530 0.1 0.0 -0.1
O -2.08442 2.78853 1.78273 -0.1 0.1 0.1
C -3.27262 2.00615 1.97725 0.0 -0.1 0.0
O -0.40146 3.52677 0.28861 0.0 0.0 -0.1
C 0.89484 3.77307 -0.28749 0.0 0.0 0.0
H 0.57036 4.63574 2.48634 0.0 0.0 0.0
H 1.09519 3.77594 3.95522 0.0 0.0 0.0
H -0.64589 4.02843 3.63423 0.0 0.0 0.0
H -3.98441 2.26957 1.19862 0.0 0.0 0.0
H -3.67452 2.27287 2.95151 0.0 0.0 0.0
H -3.05759 0.94087 1.95745 0.0 0.0 0.0
H 0.72431 4.35830 -1.18567 0.0 0.0 0.0
H 1.40320 2.84792 -0.54493 0.0 0.0 0.0
H 1.50537 4.33896 0.41653 0.0 0.0 0.0
Cl -0.75591 1.89071 -3.44681 0.0 0.0 0.0
C -1.56453 0.34145 -3.40834 0.0 0.0 0.0
C -1.65880 -0.35846 -4.60306 0.0 0.0 0.0
C -2.32313 -1.57106 -4.63170 0.0 0.0 0.0
C -2.89640 -2.06709 -3.46728 0.0 0.0 0.0
C -2.78443 -1.35736 -2.28793 0.0 0.0 0.0
C -2.10475 -0.13909 -2.21888 0.0 0.0 -0.1
C -1.98679 0.59785 -0.92244 -0.1 0.0 0.2
H -1.21643 0.05743 -5.49763 0.0 0.0 0.0
H -2.39799 -2.12053 -5.56056 0.0 0.0 0.0
H -3.42545 -3.01086 -3.47998 0.0 0.0 0.0
H -3.22277 -1.75577 -1.37952 0.0 0.0 0.0
H -2.93388 0.50034 -0.37610 0.0 -0.1 0.0
H -1.85703 1.66235 -1.13334 -0.1 0.0 0.0
```
Positions in Å, forces in eV/Å.

***

3.
The molecule C19H20ClN3O5S, computed with ωB97M-V/def2-TZVPD.

Total charge ... 0
M ... 437.90 Da
2S+1 ... 1
SMILES ... NC(=O)COC(=O)c1cc(S(=O)(=O)N2CCN(c3ccccc3)CC2)ccc1Cl
Orbital gap ... 7.57 eV
ΔE to the lowest compared entry with this formula, charge and spin ... 0.0000 eV

Structure (XYZ):
```
49
Properties=species:S:1:pos:R:3:forces:R:3
N 3.00797 -4.72616 -3.33386 -0.2 -0.6 -0.3
C 3.56207 -3.82480 -2.50678 -0.2 0.6 -0.3
O 4.20314 -4.10432 -1.52311 0.3 0.0 0.4
C 3.32446 -2.36410 -2.94307 0.6 -0.2 -0.1
H 3.92430 -1.70718 -2.31223 -0.1 -0.2 -0.1
H 3.60074 -2.25097 -3.99722 0.0 0.1 0.2
O 1.97353 -1.95110 -2.75163 -0.2 0.1 0.3
C 1.08583 -2.24578 -3.70016 0.0 -0.2 -0.3
O 1.35028 -2.87573 -4.69682 0.0 0.1 0.2
C -0.25794 -1.70597 -3.35785 -0.2 0.0 0.1
C -0.60836 -1.55270 -2.01746 0.1 -0.1 -0.2
C -1.85445 -1.07388 -1.67878 -0.2 0.1 0.5
C -2.77904 -0.73653 -2.65132 0.0 0.0 0.1
C -2.44791 -0.88024 -3.98623 0.2 -0.1 0.0
C -1.19466 -1.36735 -4.34268 0.0 0.0 0.4
Cl -0.81523 -1.50961 -6.00651 -0.2 0.1 -0.4
H -3.15193 -0.62100 -4.76087 0.0 0.0 -0.1
H -3.74432 -0.36498 -2.34464 -0.1 0.1 0.0
S -2.27006 -0.93245 0.06355 0.4 0.0 -0.5
O -3.50349 -0.20112 0.16243 0.1 0.1 -0.2
O -2.20280 -2.23365 0.65495 0.2 -0.1 0.1
N -0.94934 -0.05594 0.59406 -0.7 -0.7 -0.4
C -0.48426 -0.35405 1.93564 -0.1 -0.3 0.6
H -0.56623 -1.43256 2.06695 0.2 0.0 0.2
C -1.31568 0.38953 2.99009 0.3 -0.3 0.0
N -1.29641 1.81526 2.72973 -0.3 0.0 0.0
C -0.27103 2.59708 3.25318 0.1 0.2 0.2
C 0.11007 2.43486 4.59097 0.0 -0.1 0.0
C 1.08050 3.23264 5.16037 0.0 0.0 0.0
C 1.69948 4.22857 4.42294 0.1 0.1 0.0
C 1.32182 4.41381 3.10601 0.1 0.1 0.1
C 0.35609 3.61253 2.52496 -0.1 -0.1 -0.1
H 0.10323 3.78787 1.49093 0.0 0.0 -0.1
H 1.78925 5.18729 2.51341 0.0 0.1 0.0
H 2.45859 4.85172 4.86993 0.1 0.1 0.0
H 1.34999 3.08041 6.19544 0.0 0.0 0.1
H -0.37512 1.69000 5.20268 -0.1 0.0 0.0
C -1.83495 2.08699 1.41505 0.0 0.1 -0.3
H -1.86432 3.16147 1.23658 0.0 0.0 0.0
C -1.04147 1.36435 0.31600 -0.2 0.6 -0.1
H -1.53297 1.47773 -0.65165 0.1 0.2 0.0
H -0.02095 1.75503 0.25105 -0.1 0.0 -0.1
H -2.86089 1.70501 1.39319 0.1 0.1 0.0
H -0.92584 0.17134 3.98199 -0.1 0.0 0.0
H -2.35274 0.04173 2.93092 0.1 0.0 0.1
H 0.56629 -0.05164 2.00236 -0.1 0.0 0.0
H 0.08894 -1.81478 -1.23868 0.2 0.0 0.0
H 3.09682 -5.70506 -3.11457 0.0 0.1 0.1
H 2.46901 -4.44154 -4.13924 0.1 0.0 0.1
```
Positions in Å, forces in eV/Å.

***

4.
C19H20ClN6OPdS2 as an isolated structure, computed with ωB97M-V/def2-TZVPD.

Total charge ... -1
M ... 554.42 Da
2S+1 ... 1
Orbital gap ... 6.51 eV
ΔE to the lowest compared entry with this formula, charge and spin ... 0.1706 eV

Structure (XYZ):
```
50
Properties=species:S:1:pos:R:3:forces:R:3
Pd -1.03691 -0.38945 0.76796 0.2 -0.1 -0.1
N -4.68149 -2.20983 -0.46904 0.0 0.0 0.0
C -3.37894 -1.73911 -0.38524 0.0 -0.1 0.1
S -2.53001 -2.10386 1.10087 0.0 0.2 0.0
N -2.90793 -1.12786 -1.41345 0.1 0.0 -0.1
N -1.53661 -0.81444 -1.28942 -0.2 -0.1 0.1
C -0.93614 -0.85668 -2.41656 0.0 0.1 0.0
C 0.47349 -0.67034 -2.71653 0.1 0.1 0.0
C 0.76989 -0.27231 -4.02539 0.0 0.0 0.0
C 2.05931 -0.05903 -4.46996 0.0 0.0 0.0
C 3.10664 -0.29037 -3.57135 0.0 0.0 0.0
C 2.85798 -0.72789 -2.29228 0.0 0.0 0.0
C 1.53463 -0.95561 -1.79255 -0.1 -0.3 -0.3
O 1.34192 -1.39967 -0.61397 0.1 0.3 0.1
H -5.16851 -2.19782 0.41240 0.0 0.0 0.0
H -5.19529 -1.79720 -1.23351 0.0 0.0 0.0
H -1.58072 -1.04079 -3.27884 0.0 0.0 0.0
H -0.06160 -0.11315 -4.70631 0.0 0.0 0.0
H 2.25342 0.26414 -5.48418 0.0 0.0 0.0
H 4.13274 -0.14193 -3.89343 0.0 0.0 0.0
H 3.67558 -0.95178 -1.61449 0.0 0.0 0.0
C -0.67337 5.97288 0.90359 0.0 0.0 0.0
C -1.04934 4.93232 -0.14998 0.0 0.0 0.0
C -0.32633 3.63717 0.02695 0.0 0.0 0.0
N -0.90870 2.52585 0.28405 0.0 0.0 -0.1
N -0.04391 1.46707 0.39244 -0.1 0.0 0.0
C 1.20924 1.79657 0.22138 0.0 0.0 0.1
N 2.24217 0.94084 0.33643 0.0 -0.1 0.0
S 1.41089 3.49354 -0.08649 0.0 0.0 0.0
H -1.24472 6.89083 0.75864 0.0 0.0 0.0
H 0.38781 6.22426 0.85073 0.0 0.0 0.0
H -0.87403 5.58917 1.90271 0.0 0.0 0.1
H -0.85420 5.32495 -1.15157 0.0 0.0 0.0
H -2.11152 4.69289 -0.09361 0.0 0.0 0.0
H 1.97398 -0.04044 0.06420 0.0 -0.1 0.4
H 3.10268 1.25303 -0.08242 0.0 0.0 0.0
Cl -3.10241 1.58966 3.46244 0.0 0.0 0.0
C -1.41765 1.99945 3.65586 0.0 0.0 0.0
C -1.11788 3.26396 4.13964 0.0 0.0 0.0
C 0.20345 3.65148 4.28780 0.0 0.0 0.0
C 1.21120 2.75543 3.94845 0.0 0.0 0.0
C 0.89000 1.49411 3.48232 0.0 0.0 0.0
C -0.43491 1.06761 3.31324 0.0 0.0 0.0
C -0.74304 -0.28250 2.79496 0.0 0.1 0.0
H -1.92857 3.93566 4.39190 0.0 0.0 0.0
H 0.44178 4.63983 4.66118 0.0 0.0 0.0
H 2.25147 3.04121 4.05060 0.0 0.0 0.0
H 1.67995 0.80393 3.21063 0.0 0.0 0.0
H -1.64993 -0.66792 3.25651 0.0 0.0 0.0
H 0.08540 -0.96513 3.00376 0.0 0.0 -0.1
```
Positions in Å, forces in eV/Å.